(1)
Formula: C24H28I3N2OTc
Source: OMol25
Level of theory: ωB97M-V with the def2-TZVPD basis set

Results
<S²> = 0.760
Kohn-Sham gap (spin up / spin down) = 7.0 / 6.7 eV
charge = +1
HOMO (spin up / spin down) = -10.58 / -10.57 eV
LUMO energy (spin up / spin down) = -3.555 / -3.851 eV
energy relative to the best compared isomer or geometry (same formula, charge and spin) = 32.89 kcal per mole
2S+1 = 2

Element x y z (Å)
Tc -0.8027 -0.5559 0.2968
C -0.0063 -1.2540 -2.1690
C 0.4934 -0.0367 -2.5625
C 1.2990 0.4973 -1.5112
C 1.4054 -0.4383 -0.4838
C 0.5714 -1.5875 -0.8411
C 1.1058 -2.9955 -0.6792
C 2.4575 -0.4287 0.5925
C 1.9703 1.8273 -1.5865
C 0.3324 0.6122 -3.8969
C -0.9243 -2.1212 -2.9655
H 0.3297 -3.7469 -0.8302
H 1.5538 -3.1485 0.3008
H 1.8815 -3.1738 -1.4271
H 2.7323 0.5825 0.9012
H 3.3766 -0.8902 0.2201
H 2.1582 -0.9921 1.4749
H 1.2350 2.6314 -1.4814
H 2.4408 1.9552 -2.5625
H 2.7308 1.9559 -0.8189
H 0.1268 1.6787 -3.8060
H -0.4691 0.1585 -4.4734
H 1.2610 0.5038 -4.4656
H -1.1686 -3.0460 -2.4459
H -0.4616 -2.3839 -3.9196
H -1.8588 -1.6007 -3.1843
I 0.2092 6.7720 -1.2578
C -0.5168 4.8304 -1.0202
C -1.1929 4.2077 -2.0660
C -1.6483 2.9076 -1.9198
I -2.8827 2.0427 -3.3554
C -1.3880 2.1876 -0.7446
O -1.7188 0.9072 -0.6452
C -0.8318 2.8780 0.3398
C -0.9099 2.2112 1.6729
N -0.1755 0.9156 1.7307
C -0.0966 0.4521 3.1331
C 0.1094 -1.0326 3.2108
C 0.5332 -1.6451 4.3753
C 0.5805 -3.0282 4.4295
C 0.1857 -3.7488 3.3109
C -0.2066 -3.0619 2.1806
N -0.2199 -1.7230 2.1084
C -0.3823 4.1824 0.1971
H -1.3809 4.7437 -2.9864
H -1.9535 1.9880 1.9128
H -0.5152 2.8729 2.4484
H 0.7686 1.0967 1.3923
H -1.0432 0.7002 3.6178
H 0.6924 0.9866 3.6656
H 0.8049 -1.0414 5.2308
H 0.9025 -3.5333 5.3299
H 0.1814 -4.8291 3.3080
H -0.5166 -3.5954 1.2950
H 0.0521 4.7013 1.0431
I -4.1186 -1.3407 -0.8326
C -2.3631 -1.9425 0.2355
H -2.7082 -2.2053 1.2346
H -2.0208 -2.8591 -0.2505

The natural (NBO) scheme yields these atomic charges, measured in e:
1 Tc 1.02
2 C 0.08
3 C -0.01
4 C 0.11
5 C -0.03
6 C -0.19
7 C -0.62
8 C -0.67
9 C -0.67
10 C -0.66
11 C -0.67
12 H 0.22
13 H 0.22
14 H 0.24
15 H 0.21
16 H 0.25
17 H 0.22
18 H 0.25
19 H 0.25
20 H 0.22
21 H 0.24
22 H 0.24
23 H 0.24
24 H 0.22
25 H 0.24
26 H 0.26
27 I 0.19
28 C -0.18
29 C -0.26
30 C -0.22
31 I 0.21
32 C 0.37
33 O -0.70
34 C -0.16
35 C -0.23
36 N -0.55
37 C -0.26
38 C 0.22
39 C -0.23
40 C -0.12
41 C -0.24
42 C 0.08
43 N -0.44
44 C -0.21
45 H 0.25
46 H 0.23
47 H 0.21
48 H 0.42
49 H 0.24
50 H 0.23
51 H 0.24
52 H 0.24
53 H 0.25
54 H 0.23
55 H 0.23
56 I 0.12
57 C -0.79
58 H 0.22
59 H 0.22

=====

(2)
Formula: C68H66B2Cl2N2O25Si
Source: OMol25
Level of theory: ωB97M-V with the def2-TZVPD basis set

Results
Kohn-Sham gap = 7.1 eV
charge = 0
HOMO = -9.20 eV
LUMO energy = -2.109 eV

Element x y z (Å)
C -2.8344 4.4778 -1.0309
C -2.5017 3.2384 -2.0396
N -3.6596 2.5451 -2.6782
C -4.7560 2.1022 -1.7600
C -4.4739 1.6305 -0.2235
C -3.1837 0.6363 -0.0095
O -2.4648 1.1124 1.1808
Si -0.7809 0.6206 1.2028
C 0.3201 2.2065 0.9803
C -0.3307 -0.8324 0.0238
C -0.3864 -0.0226 3.0166
N -5.1892 0.7800 -2.4307
C -6.6399 0.5218 -2.0886
O -7.0751 -0.7367 -2.1517
C -7.3234 1.9369 -1.6486
O -7.6388 2.2356 -0.2479
B -8.6255 1.3101 0.3330
O -9.8633 1.9296 0.9070
O -8.5064 -0.1550 0.4617
B -8.7981 1.9746 -2.3592
O -9.5152 3.2954 -2.3426
O -9.5160 0.8553 -2.9985
C -6.1386 2.9877 -2.0929
C -6.2395 3.8053 -3.5052
Cl -5.9410 2.7242 -5.0280
C -5.3226 5.2033 -3.5480
C -4.1273 5.1739 -4.6634
Cl -6.4425 6.6360 -4.0782
H -2.4229 5.4916 -1.4474
H -3.9888 4.5810 -0.7517
H -2.2914 4.3119 0.0160
H -1.8435 3.6998 -2.9239
H -1.7410 2.5242 -1.4610
H -3.2657 1.7347 -3.2213
H -5.3779 1.0943 0.3166
H -4.2576 2.5979 0.4420
H -3.5687 -0.4609 0.2557
H -2.5396 0.5414 -0.9811
H -0.2979 3.0890 1.4897
H 0.5142 2.4696 -0.1518
H 1.3344 2.1344 1.5963
H -0.9550 -1.7997 0.3212
H -0.5467 -0.4944 -1.0840
H 0.8245 -1.0497 0.1789
H -1.0317 0.5144 3.8356
H 0.7432 0.2735 3.2091
H -0.4697 -1.1952 3.0953
H -4.5130 -0.0100 -2.3662
H -9.6204 2.5633 1.6499
H -9.2901 -0.5885 -0.0034
H -9.2560 3.8272 -1.5345
H -10.2238 1.3091 -3.5690
H -6.1592 3.8654 -1.2977
H -7.3476 4.2159 -3.6804
H -4.9966 5.4800 -2.4603
H -3.3890 6.1050 -4.5739
H -4.6603 5.3122 -5.7237
H -3.5240 4.1768 -4.7392
O 6.9014 4.9617 2.9920
C 5.9697 4.1830 3.1404
C 6.2024 2.7431 3.3680
C 5.1837 1.8927 3.5279
C 3.7827 2.3565 3.4856
O 2.8510 1.5777 3.6340
C 3.5500 3.7964 3.2580
C 4.5687 4.6467 3.0981
H 7.2356 2.4186 3.3972
H 5.3369 0.8335 3.6950
H 2.5168 4.1209 3.2288
H 4.4155 5.7059 2.9310
O 6.1084 -0.1455 1.7624
C 5.8171 -0.0419 0.5788
C 6.2915 -1.0233 -0.4167
C 5.9745 -0.9080 -1.7100
C 5.1353 0.2042 -2.1985
O 4.8440 0.3078 -3.3821
C 4.6609 1.1856 -1.2030
C 4.9779 1.0703 0.0902
H 6.9055 -1.8338 -0.0425
H 6.3148 -1.6187 -2.4532
H 4.0469 1.9960 -1.5772
H 4.6376 1.7810 0.8335
O -4.8185 -2.1745 -6.8378
C -5.6038 -2.9475 -6.3066
C -6.2835 -2.6020 -5.0425
C -7.1396 -3.4482 -4.4616
C -7.4438 -4.7634 -5.0595
O -8.2291 -5.5364 -4.5282
C -6.7641 -5.1088 -6.3236
C -5.9079 -4.2627 -6.9044
H -6.0504 -1.6334 -4.6168
H -7.6461 -3.2107 -3.5341
H -6.9972 -6.0775 -6.7493
H -5.4015 -4.5002 -7.8320
O 8.0555 -8.1357 0.0087
C 7.6966 -7.0476 -0.4199
C 8.2428 -6.5004 -1.6774
C 7.8517 -5.3105 -2.1438
C 6.8558 -4.4931 -1.4228
O 6.4969 -3.4049 -1.8514
C 6.3096 -5.0402 -0.1652
C 6.7007 -6.2301 0.3011
H 8.9718 -7.1124 -2.1950
H 8.2429 -4.8943 -3.0640
H 5.5806 -4.4283 0.3523
H 6.3095 -6.6464 1.2214
O -8.7021 5.6112 1.5874
C -9.4940 6.0033 2.4334
C -9.0426 6.3971 3.7826
C -9.9089 6.8233 4.7069
C -11.3536 6.9202 4.4183
O -12.1455 7.3122 5.2643
C -11.8050 6.5264 3.0691
C -10.9387 6.1002 2.1448
H -7.9798 6.3211 3.9786
H -9.5945 7.1152 5.7015
H -12.8678 6.6023 2.8731
H -11.2531 5.8083 1.1502
O 8.8644 -3.5530 6.2574
C 8.5730 -3.4494 5.0738
C 9.0475 -4.4308 4.0784
C 8.7305 -4.3155 2.7851
C 7.8913 -3.2033 2.2966
O 7.6000 -3.0997 1.1130
C 7.4169 -2.2219 3.2920
C 7.7339 -2.3372 4.5853
H 9.6615 -5.2412 4.4525
H 9.0708 -5.0262 2.0419
H 6.8029 -1.4115 2.9179
H 7.3936 -1.6265 5.3285
O 12.6142 -12.3424 1.6044
C 12.1161 -11.5796 0.7881
C 12.6505 -11.4684 -0.5835
C 12.1069 -10.6330 -1.4740
C 10.9483 -9.7870 -1.1254
O 10.4502 -9.0241 -1.9417
C 10.4139 -9.8982 0.2462
C 10.9574 -10.7335 1.1368
H 13.5001 -12.0961 -0.8241
H 12.4871 -10.5388 -2.4839
H 9.5642 -9.2705 0.4868
H 10.5773 -10.8278 2.1466
O -4.4426 -4.1195 -0.6545
C -5.3743 -4.8982 -0.5060
C -5.1417 -6.3381 -0.2784
C -6.1603 -7.1885 -0.1185
C -7.5613 -6.7247 -0.1609
O -8.4930 -7.5034 -0.0124
C -7.7940 -5.2848 -0.3884
C -6.7753 -4.4344 -0.5484
H -4.1084 -6.6626 -0.2492
H -6.0071 -8.2476 0.0486
H -8.8273 -4.9603 -0.4176
H -6.9285 -3.3752 -0.7154
O 9.0574 10.9507 2.5364
C 8.1257 10.1719 2.6849
C 8.3583 8.7320 2.9125
C 7.3397 7.8817 3.0724
C 5.9387 8.3454 3.0301
O 5.0070 7.5667 3.1785
C 5.7060 9.7853 2.8025
C 6.7247 10.6357 2.6425
H 9.3916 8.4075 2.9417
H 7.4929 6.8225 3.2395
H 4.6727 10.1098 2.7733
H 6.5715 11.6949 2.4755

Atomic partial charges in e from the Löwdin method, atoms 1 to 99:
1 C -0.11
2 C -0.25
3 N -0.03
4 C -0.35
5 C -0.05
6 C -0.25
7 O -0.28
8 Si 0.46
9 C -0.20
10 C -0.22
11 C -0.20
12 N 0.08
13 C -0.18
14 O -0.03
15 C -0.19
16 O 0.06
17 B -0.51
18 O 0.06
19 O 0.09
20 B -0.39
21 O 0.06
22 O 0.09
23 C -0.10
24 C -0.52
25 Cl 0.55
26 C -0.62
27 C -0.20
28 Cl 0.49
29 H 0.08
30 H 0.07
31 H 0.08
32 H 0.13
33 H 0.10
34 H 0.13
35 H 0.14
36 H 0.13
37 H 0.15
38 H 0.09
39 H 0.06
40 H 0.04
41 H 0.03
42 H 0.07
43 H 0.04
44 H 0.06
45 H 0.05
46 H 0.03
47 H 0.05
48 H 0.14
49 H 0.11
50 H 0.14
51 H 0.12
52 H 0.14
53 H 0.16
54 H 0.10
55 H 0.08
56 H 0.10
57 H 0.08
58 H 0.06
59 O 0.08
60 C -0.35
61 C 0.03
62 C 0.00
63 C -0.39
64 O 0.08
65 C 0.03
66 C 0.04
67 H 0.13
68 H 0.11
69 H 0.12
70 H 0.09
71 O 0.05
72 C -0.33
73 C 0.03
74 C 0.03
75 C -0.37
76 O 0.11
77 C 0.03
78 C 0.04
79 H 0.08
80 H 0.10
81 H 0.12
82 H 0.10
83 O 0.10
84 C -0.38
85 C 0.03
86 C 0.03
87 C -0.39
88 O 0.09
89 C 0.02
90 C 0.02
91 H 0.11
92 H 0.11
93 H 0.12
94 H 0.12
95 O 0.08
96 C -0.35
97 C 0.04
98 C 0.04
99 C -0.34

=====

(3)
Formula: C62H73FGeN3O3SeTl
Source: OMol25
Level of theory: ωB97M-V with the def2-TZVPD basis set

Results
Kohn-Sham gap = 7.4 eV
charge = 0
HOMO = -7.19 eV
LUMO energy = 0.243 eV
energy relative to the best compared isomer or geometry (same formula, charge and spin) = 0.70 kcal per mole

Element x y z (Å)
Tl 0.1738 -0.2995 -0.6343
O 1.1682 -1.0009 -2.4278
C 2.5141 -1.2917 -2.6062
C 3.3670 -0.1620 -1.9397
C 3.5004 -0.3233 -0.4568
C 4.7281 -0.6119 0.1262
C 4.8022 -0.8573 1.4830
C 3.6418 -0.8274 2.2337
C 2.4458 -0.5107 1.6105
C 1.1636 -0.4761 2.3757
C 0.2528 -1.7020 2.1205
O 0.0287 -1.8742 0.7481
C -1.0759 -1.5341 2.8687
C -2.0872 -2.4468 2.5762
C -3.2928 -2.4243 3.2578
C -3.5133 -1.4814 4.2564
C -2.5237 -0.5549 4.5419
C -1.3159 -0.5795 3.8492
C 0.9641 -2.9579 2.6458
C 0.6807 -3.5146 3.8896
C 1.3691 -4.6327 4.3432
C 2.3564 -5.2095 3.5600
C 2.6458 -4.6617 2.3177
C 1.9521 -3.5506 1.8641
N 2.3955 -0.2287 0.2984
C 2.8906 -2.6723 -2.0658
C 4.2219 -3.0743 -1.9677
C 4.5524 -4.3617 -1.5761
C 3.5490 -5.2805 -1.2902
C 2.2231 -4.8915 -1.3856
C 1.8997 -3.5942 -1.7656
C 2.7720 -1.2588 -4.1239
C 3.1562 -2.3668 -4.8685
C 3.3191 -2.2754 -6.2470
C 3.0920 -1.0776 -6.9032
C 2.6820 0.0293 -6.1708
C 2.5206 -0.0665 -4.7999
H 2.8400 0.7665 -2.1610
H 4.3592 -0.1045 -2.3889
H 5.6118 -0.6450 -0.4954
H 5.7511 -1.0913 1.9471
H 3.6475 -1.0478 3.2922
H 0.5931 0.4056 2.0749
H 1.3897 -0.4019 3.4377
H -1.9058 -3.1860 1.8079
H -4.0601 -3.1489 3.0172
H -4.4454 -1.4742 4.8067
H -2.6847 0.1920 5.3100
H -0.5656 0.1582 4.0970
H -0.0781 -3.0737 4.5231
H 1.1188 -5.0598 5.3057
H 2.8918 -6.0813 3.9119
H 3.4044 -5.1055 1.6868
H 2.1616 -3.1543 0.8798
H 5.0134 -2.3842 -2.2367
H 5.5925 -4.6540 -1.5069
H 3.8032 -6.2918 -0.9993
H 1.4325 -5.5957 -1.1586
H 0.8696 -3.2891 -1.8427
H 3.3239 -3.3202 -4.3854
H 3.6167 -3.1531 -6.8062
H 3.2259 -1.0072 -7.9748
H 2.4686 0.9673 -6.6676
H 2.1654 0.7924 -4.2503
C -1.6115 -3.0645 -3.6417
C -1.8075 -2.4451 -2.2558
C -2.1506 -3.5120 -1.2117
C -2.8489 -1.3446 -2.3066
C -4.1692 -1.7455 -2.5035
C -5.1869 -0.8315 -2.6863
C -4.8850 0.5188 -2.6547
C -3.5933 0.9686 -2.4164
C -3.3673 2.4732 -2.3662
C -3.5233 3.1315 -3.7404
C -4.3442 3.1438 -1.3974
C -2.5499 0.0262 -2.2465
N -1.2318 0.5210 -2.0404
C -0.6419 1.1690 -3.1064
C -1.0242 1.0094 -4.4444
C -0.4517 1.7573 -5.4612
C 0.5387 2.6930 -5.1917
C 0.9788 2.8381 -3.8806
C 0.4004 2.0727 -2.8987
F 0.8771 2.1969 -1.6055
H -0.8838 -3.8771 -3.5978
H -1.2371 -2.3221 -4.3475
H -2.5536 -3.4655 -4.0230
H -0.8361 -2.0174 -2.0135
H -2.9023 -4.2079 -1.5908
H -2.5317 -3.0561 -0.2996
H -1.2624 -4.0862 -0.9444
H -4.3916 -2.8040 -2.5462
H -6.2008 -1.1643 -2.8678
H -5.6765 1.2419 -2.8074
H -2.3513 2.6478 -2.0097
H -4.4953 2.8848 -4.1732
H -2.7510 2.8100 -4.4364
H -3.4637 4.2173 -3.6460
H -5.3614 3.1324 -1.7933
H -4.0651 4.1877 -1.2389
H -4.3539 2.6422 -0.4368
H -1.7919 0.2818 -4.6729
H -0.7875 1.6044 -6.4781
H 0.9703 3.2917 -5.9808
H 1.7664 3.5291 -3.6109
O -1.2837 0.8674 1.0003
C -2.2907 1.5360 1.2663
C -3.5613 0.7439 1.4593
C -4.8151 1.3231 2.1094
C -4.5648 2.3991 3.1576
C -4.2538 3.7451 2.5071
C -2.8031 3.9195 2.0995
N -2.1863 2.8820 1.2676
H -3.2364 -0.1465 1.9934
H -3.7915 0.3999 0.4425
H -5.3515 0.4868 2.5627
H -5.4816 1.7354 1.3482
H -3.7421 2.1019 3.8183
H -5.4522 2.4988 3.7854
H -4.4684 4.5573 3.2057
H -4.9074 3.8872 1.6438
H -2.2004 4.0170 3.0108
H -2.6933 4.8518 1.5427
H -1.2393 3.1403 0.9907
C 2.3171 4.8367 5.5510
Ge 2.2535 3.2052 4.4819
C 1.7332 1.7122 5.6290
C 3.9905 2.8345 3.6857
C 0.8446 3.5006 3.1334
Se 1.2598 3.0488 1.2828
C 2.6967 4.3260 0.9537
H 3.0450 4.7581 6.3579
H 1.3393 5.0350 5.9909
H 2.5895 5.6875 4.9255
H 2.3071 1.7306 6.5553
H 1.9162 0.7570 5.1396
H 0.6747 1.7715 5.8842
H 4.6337 2.3740 4.4361
H 4.4700 3.7471 3.3355
H 3.8899 2.1433 2.8481
H 0.5145 4.5409 3.1568
H -0.0174 2.8792 3.3895
H 2.6555 5.1122 1.7051
H 2.5355 4.7627 -0.0285
H 3.6652 3.8356 0.9852

Atomic partial charges in e from the Löwdin method, atoms 1 to 99:
1 Tl 1.09
2 O -0.23
3 C -0.46
4 C -0.04
5 C -0.23
6 C -0.01
7 C -0.03
8 C -0.01
9 C -0.27
10 C -0.08
11 C -0.45
12 O -0.22
13 C -0.17
14 C -0.02
15 C -0.07
16 C -0.10
17 C -0.09
18 C -0.04
19 C -0.12
20 C -0.02
21 C -0.08
22 C -0.09
23 C -0.07
24 C -0.02
25 N 0.13
26 C -0.16
27 C -0.05
28 C -0.07
29 C -0.10
30 C -0.07
31 C -0.02
32 C -0.11
33 C -0.02
34 C -0.08
35 C -0.10
36 C -0.07
37 C -0.02
38 H 0.11
39 H 0.13
40 H 0.12
41 H 0.11
42 H 0.13
43 H 0.06
44 H 0.11
45 H 0.11
46 H 0.11
47 H 0.10
48 H 0.10
49 H 0.10
50 H 0.11
51 H 0.10
52 H 0.10
53 H 0.09
54 H 0.10
55 H 0.12
56 H 0.10
57 H 0.10
58 H 0.11
59 H 0.09
60 H 0.11
61 H 0.10
62 H 0.10
63 H 0.10
64 H 0.08
65 C -0.04
66 C -0.38
67 C -0.05
68 C -0.13
69 C -0.04
70 C -0.07
71 C -0.05
72 C -0.14
73 C -0.35
74 C -0.04
75 C -0.07
76 C -0.18
77 N -0.02
78 C -0.26
79 C -0.01
80 C -0.09
81 C -0.11
82 C -0.03
83 C -0.23
84 F -0.05
85 H 0.08
86 H 0.08
87 H 0.08
88 H 0.05
89 H 0.08
90 H 0.07
91 H 0.08
92 H 0.11
93 H 0.10
94 H 0.11
95 H 0.12
96 H 0.08
97 H 0.06
98 H 0.08
99 H 0.08

=====

(4)
Formula: C3H5NOS
Source: OMol25
Level of theory: ωB97M-V with the def2-TZVPD basis set

Results
Kohn-Sham gap = 9.2 eV
charge = 0
HOMO = -8.36 eV
LUMO energy = 0.884 eV
energy relative to the best compared isomer or geometry (same formula, charge and spin) = 29.10 kcal per mole

Element x y z (Å)
C 1.7426 -0.4774 0.0422
C 0.2565 -0.4528 0.0070
C -1.6476 0.9153 -0.0329
H 2.0745 0.0660 0.9109
H 2.1037 -1.4546 -0.0222
H 2.2137 0.0951 -0.8032
H -1.9877 1.4635 -0.9077
H -1.9478 1.3667 0.9169
N -0.4817 -1.4608 -0.1115
O -0.2131 0.8227 -0.0316
S -2.1132 -0.8837 0.0320

The natural (NBO) scheme yields these atomic charges, measured in e:
1 C -0.66
2 C 0.54
3 C -0.21
4 H 0.23
5 H 0.24
6 H 0.23
7 H 0.20
8 H 0.20
9 N -0.58
10 O -0.50
11 S 0.31

=====

(5)
Formula: C2H8NS
Source: OMol25
Level of theory: ωB97M-V with the def2-TZVPD basis set

Results
Kohn-Sham gap = 6.9 eV
charge = -1
HOMO = -2.74 eV
LUMO energy = 4.183 eV
energy relative to the best compared isomer or geometry (same formula, charge and spin) = 12.09 kcal per mole

Element x y z (Å)
S 0.7770 2.9531 -0.2567
H 0.5779 2.6574 -1.5858
C 0.1997 -1.1205 -0.8257
C 0.0514 -0.7075 0.7056
N -1.0729 0.3172 0.7960
H -0.1958 -2.1491 -0.8573
H 1.1746 -1.3077 -1.2638
H -0.3417 -0.3073 -1.3468
H 0.9949 -0.2275 1.0151
H -0.1586 -1.6484 1.2947
H -0.5684 1.1917 0.5780
H -1.4381 0.3487 1.7467

The natural (NBO) scheme yields these atomic charges, measured in e:
1 S -1.04
2 H 0.09
3 C -0.63
4 C -0.22
5 N -0.90
6 H 0.18
7 H 0.19
8 H 0.24
9 H 0.19
10 H 0.16
11 H 0.42
12 H 0.33

=====

(6)
Formula: C5H6O2
Source: OMol25
Level of theory: ωB97M-V with the def2-TZVPD basis set

Results
Kohn-Sham gap = 10.7 eV
charge = 0
HOMO = -9.95 eV
LUMO energy = 0.706 eV
energy relative to the best compared isomer or geometry (same formula, charge and spin) = 60.44 kcal per mole

Element x y z (Å)
C 2.5045 -0.8296 -0.0544
C 1.3862 -0.4709 -0.3176
C 0.0287 0.0012 -0.5999
C -0.0757 1.4877 -0.2391
O 0.0175 1.8788 0.8979
C -1.0279 -0.7877 0.2377
O -2.1194 0.0135 0.6153
H 3.5034 -1.1418 0.1568
H -0.1709 -0.1138 -1.6726
H -0.2815 2.1891 -1.0727
H -0.5357 -1.2322 1.1095
H -1.4334 -1.5998 -0.3692
H -1.7957 0.6055 1.3083

The natural (NBO) scheme yields these atomic charges, measured in e:
1 C -0.23
2 C 0.00
3 C -0.44
4 C 0.48
5 O -0.53
6 C -0.04
7 O -0.71
8 H 0.24
9 H 0.24
10 H 0.13
11 H 0.18
12 H 0.19
13 H 0.48